Density functional theory data (wB97M-V/def2-TZVPD) for a molecular structure, C29H40N6O5RuSi2.

- E_LUMO (spin up / spin down): 2.516 / 2.510 eV
- Charge: -1
- Spin multiplicity: 2

XYZ file:
```
83
C29H40N6O5RuSi2 | OMol25 | wB97M-V/def2-TZVPD
Ru -0.1758 -0.5368 -0.2540
C 2.0683 -2.2384 -3.5022
O 1.6068 -3.5619 -3.2483
C 1.1958 -3.9705 -2.0205
C 1.0639 -5.3417 -1.9009
C 0.6419 -5.9477 -0.7195
C 0.3325 -5.1539 0.3569
C 0.4229 -3.7573 0.2581
C 0.1187 -2.9834 1.4397
N -0.2021 -1.7474 1.3954
N -0.2432 -1.0680 2.6239
C 0.3882 0.0698 2.4494
O 0.8918 0.4662 1.3464
C 0.5161 0.9722 3.6346
C 1.0914 2.2270 3.4639
C 1.2047 3.0936 4.5425
C 0.7426 2.7137 5.7946
C 0.1683 1.4599 5.9671
C 0.0564 0.5916 4.8929
C 0.8877 -3.1179 -0.9174
O 1.1095 -1.8198 -1.0067
H 1.2457 -1.5266 -3.4937
H 2.5064 -2.2844 -4.4987
H 2.8183 -1.9283 -2.7774
H 1.3042 -5.9353 -2.7741
H 0.5600 -7.0248 -0.6608
H 0.0027 -5.5890 1.2932
H 0.2105 -3.4519 2.4192
H 1.4308 2.5056 2.4759
H 1.6556 4.0688 4.4042
H 0.8313 3.3903 6.6357
H -0.1906 1.1587 6.9437
H -0.3852 -0.3885 5.0094
C -1.0732 5.3046 1.3535
O -1.9102 4.1510 1.3144
C -1.2664 3.0255 0.8880
O -0.1133 2.9998 0.5627
N -2.1829 2.0207 0.8588
N -1.8983 0.6707 0.5920
H -1.7086 6.1166 1.6973
H -0.6745 5.5263 0.3642
H -0.2440 5.1525 2.0434
H -3.1051 2.2420 1.2008
H -2.4918 0.3521 -0.1725
H -2.1032 0.1278 1.4298
C 0.8201 3.6181 -2.4401
Si 1.3988 1.8481 -2.1101
C 2.5037 1.4288 -3.5984
C 2.5757 1.8508 -0.6642
N 0.0891 0.7293 -1.8932
C -0.6245 0.2944 -2.9814
C -0.6047 0.8705 -4.2638
C -1.2612 0.2888 -5.3392
C -1.9755 -0.8850 -5.1660
C -2.0725 -1.4327 -3.8904
C -1.4626 -0.8378 -2.7879
N -1.5957 -1.2788 -1.4577
Si -2.9676 -2.2611 -1.0303
C -4.5541 -1.5886 -1.8123
C -2.8306 -4.0778 -1.4848
C -3.3820 -2.1570 0.8066
H 1.6351 4.2114 -2.8652
H 0.4899 4.0952 -1.5182
H -0.0122 3.6342 -3.1474
H 3.4661 1.9282 -3.4482
H 2.1043 1.7691 -4.5541
H 2.6998 0.3609 -3.6813
H 3.3898 2.5509 -0.8766
H 3.0082 0.8562 -0.5266
H 2.0860 2.1303 0.2638
H -0.0443 1.7809 -4.4246
H -1.1958 0.7508 -6.3176
H -2.4560 -1.3730 -6.0048
H -2.6203 -2.3525 -3.7595
H -4.6258 -1.7398 -2.8861
H -4.6432 -0.5133 -1.6307
H -5.4141 -2.0742 -1.3410
H -2.7984 -4.2165 -2.5657
H -3.6974 -4.6262 -1.1047
H -1.9311 -4.5337 -1.0704
H -3.8572 -1.1988 1.0365
H -2.5534 -2.3034 1.4943
H -4.1297 -2.9273 1.0164
```

Density functional theory data (wB97M-V/def2-TZVPD) for 9 unconnected molecules or ions with the total composition C29H40O27.

- Structure (SMILES): C[C@H]1COC(=O)O1.C[C@H]1COC(=O)O1.O=C1OCCO1.O=C1OCCO1.O=C1OCCO1.O=C1OCCO1.O=C1OCCO1.O=C1OCCO1.O=C1OCCO1
- E_LUMO: -0.199 eV
- Charge: 0

XYZ file:
```
96
C29H40O27 | OMol25 | wB97M-V/def2-TZVPD
C 2.1960 -2.8764 -2.5384
C 2.8176 -3.8789 -3.4103
O 3.3125 -3.0862 -4.6023
C 3.2816 -1.8465 -4.2777
O 3.5174 -0.8797 -4.9990
O 2.6943 -1.6961 -3.1075
H 2.4417 -3.0329 -1.4881
H 1.1066 -2.9116 -2.5503
H 2.1481 -4.6004 -3.8786
H 3.7163 -4.3805 -3.0513
C 1.5559 1.4176 -5.9377
C 0.9231 2.6853 -5.4382
O 1.3552 3.5694 -6.4781
C 1.3297 2.9155 -7.5832
O 1.2234 3.3432 -8.7305
O 1.4634 1.6029 -7.3303
H 1.0555 0.5236 -5.5656
H 2.6141 1.2844 -5.7129
H 1.4045 3.0748 -4.5412
H -0.1647 2.6850 -5.3678
C 4.8896 -2.1755 3.1324
C 4.9113 -3.1745 2.0195
O 3.7446 -2.8280 1.2361
C 2.8749 -2.0578 1.9587
O 1.7625 -1.7019 1.5708
O 3.4797 -1.8004 3.1244
H 5.5366 -1.3174 2.9505
H 5.0996 -2.5941 4.1166
H 4.7025 -4.1455 2.4686
H 5.8708 -3.2511 1.5080
C -3.1737 2.5519 -3.8187
C -4.6050 2.5047 -4.0385
O -5.0299 2.3689 -2.7152
C -4.0676 1.8608 -1.8725
O -4.1978 1.3936 -0.7269
O -2.9353 1.9512 -2.5064
H -2.8666 3.5898 -3.6899
H -2.4809 2.1937 -4.5802
H -4.7669 1.6315 -4.6704
H -5.0936 3.3914 -4.4424
C -0.9321 -0.1131 0.1061
C -0.6998 -1.2373 -0.8760
O -0.2314 -0.5178 -1.9845
C 0.0811 0.6878 -1.6794
O 0.4381 1.4630 -2.5190
O -0.0836 0.8986 -0.4221
H -0.5671 -0.4135 1.0882
H -2.0036 0.0633 0.2009
H -1.6072 -1.6771 -1.2899
H -0.0387 -2.0479 -0.5696
C 2.9505 1.2031 4.6119
C 2.3568 0.4119 5.6416
O 1.0029 0.2405 5.1747
C 0.9711 0.6483 3.9023
O -0.0969 0.8099 3.3034
O 2.1555 0.9774 3.4612
H 4.0053 0.9388 4.5379
H 3.0346 2.2665 4.8362
H 2.4247 0.8592 6.6333
H 2.8856 -0.5401 5.6870
C -3.8803 1.3623 3.6750
C -3.5482 1.3157 2.1647
O -3.8900 0.0069 1.7421
C -4.3139 -0.7222 2.7248
O -4.5832 -1.8524 2.6823
O -4.4088 0.0206 3.8759
H -4.6524 2.1261 3.7673
H -3.0636 1.7347 4.2934
H -2.5289 1.7014 2.1493
H -4.2421 1.9952 1.6698
C -1.6628 4.7309 2.6651
C -0.3074 4.0577 2.4781
C -0.0186 3.8716 0.9845
O 1.2027 4.4597 0.7641
C 1.5917 5.1201 1.8889
O 2.6989 5.6185 2.0576
O 0.6952 4.9829 2.8325
H -2.0415 4.8831 3.6758
H -2.3553 4.0674 2.1469
H -1.7609 5.6916 2.1596
H -0.1760 3.1167 3.0123
H -0.6346 4.4627 0.3069
H 0.0504 2.7961 0.8215
C -3.0119 -4.9445 0.9933
C -1.6676 -4.3422 0.9335
C -0.5071 -4.8974 1.7429
O 0.5022 -5.2219 0.7963
C 0.1415 -5.0773 -0.4341
O 0.7570 -5.0843 -1.5195
O -1.1522 -4.6812 -0.4059
H -2.9331 -6.0315 1.0109
H -3.7048 -4.7383 0.1775
H -3.4911 -4.6697 1.9330
H -1.7817 -3.3027 1.2412
H -0.8959 -5.7035 2.3650
H -0.1186 -4.0781 2.3478
```

Density functional theory data (wB97M-V/def2-TZVPD) for 2 unconnected molecules or ions with the total composition C29H41Br4F5IN2O5P.

- E_LUMO: -0.952 eV
- Charge: 0

XYZ file:
```
88
C29H41Br4F5IN2O5P | OMol25 | wB97M-V/def2-TZVPD
C 3.7907 -3.1481 -3.8302
C 2.6979 -2.8317 -3.4508
C 1.4273 -2.3220 -2.9902
C 1.4762 -0.7809 -3.0314
C 0.6066 0.1541 -2.1652
C 0.1864 -0.1868 -0.7175
C 1.2038 -1.0646 0.0543
C 2.7526 -1.1549 -0.1403
C 3.6466 0.0117 -0.5971
C 3.3386 -1.8184 1.1330
C -1.1294 -0.9929 -0.7728
C -1.1542 -2.1944 -1.7232
O -0.9167 -3.2964 -1.3550
N -1.5592 -1.8931 -3.0563
C -2.5537 -2.7803 -3.5460
O -3.7163 -2.5416 -3.5746
F -2.0278 -3.8903 -3.9822
O -1.4393 -1.5513 0.4824
C -1.7061 -0.6565 1.4808
I -3.9488 -0.6857 1.7100
C -1.1902 -1.1687 2.8201
C -1.5144 -2.6274 3.1942
C -0.5751 -3.7132 2.6717
F 0.3499 -3.2052 1.8350
Br 0.4701 -4.4334 4.1934
C -1.2497 -4.9467 1.9562
F -0.3839 -5.4385 1.0808
F -1.5460 -5.9020 2.8482
Br -2.8986 -4.5375 1.0330
C -1.4448 0.8348 1.0448
C -1.7255 1.8398 2.1301
Br -0.7903 1.8412 3.7932
C -2.7258 2.7279 2.1050
C -3.0635 3.6760 3.2041
Br -3.9526 2.8871 0.6619
N -0.2384 1.1286 0.0586
C -0.9013 2.1245 -0.8968
C -0.1464 3.0426 -1.8644
C -1.0597 4.2312 -2.1997
C -2.3960 3.8617 -2.7675
O -3.4078 4.4733 -2.5534
O -2.3600 2.7785 -3.5625
P 1.3130 2.0539 0.6113
C 0.6810 3.6878 1.1701
C 1.9770 1.2980 2.1478
C 2.6110 2.3281 3.0788
H 4.7769 -3.4592 -4.0461
H 1.2811 -2.7556 -2.0139
H 0.6576 -2.7439 -3.6237
H 2.5112 -0.5028 -2.9051
H 1.2738 -0.4980 -4.0617
H -0.2837 0.4334 -2.7232
H 1.1944 1.0581 -2.0901
H 0.9905 -0.9534 1.1091
H 0.8646 -2.0753 -0.1356
H 2.9143 -1.9208 -0.8828
H 4.2203 0.4411 0.2215
H 3.1454 0.8310 -1.0885
H 4.3816 -0.3718 -1.2981
H 2.6518 -1.7933 1.9765
H 3.5852 -2.8588 0.9526
H 4.2531 -1.3239 1.4484
H -1.9624 -0.3642 -1.1007
H -1.9687 -0.9680 -3.1090
H -0.1217 -1.0156 2.9332
H -1.7075 -0.6078 3.5817
H -2.5460 -2.8883 2.9978
H -1.4211 -2.6318 4.2718
H -2.2941 0.9886 0.3988
H -2.2074 4.3108 3.4141
H -3.8957 4.3061 2.9260
H -3.3212 3.1259 4.1028
H -1.4668 2.7768 -0.2538
H -1.6410 1.5828 -1.4710
H 0.0449 2.5375 -2.7995
H 0.8031 3.4393 -1.5281
H -1.2295 4.8810 -1.3497
H -0.5458 4.8110 -2.9635
H -3.2809 2.6201 -3.8280
H -0.1265 4.0654 0.5540
H 0.3778 3.7323 2.2075
H 1.5327 4.3456 1.0241
H 2.7941 0.6789 1.8050
H 1.3018 0.6258 2.6601
H 3.2159 1.8014 3.8079
H 3.2575 2.9946 2.5146
H 1.8902 2.9404 3.6061
F 1.4270 -4.8519 -2.8866
```

| no. | strongest force on any atom (eV/A) | molecular weight (Da) |
| --- | --- | --- |
| 1 | 0.5 | 709.918 |
| 2 | 4.8 | 820.612 |
| 3 | 1.3 | 1070.140 |